Record 1
23
Properties=species:S:1:pos:R:3:mulliken_charge:R:1 method="wB97M-V/def2-TZVPD" spin_multiplicity=7 orbital_gap_ev="3.8 / 7.3" homo_energy_ev="-19.48 / -19.05" de_lowest_ev=1.777 s2=12.81 total_charge=+3
O -3.349 1.002 2.606 -0.07
C 1.718 -3.300 -2.663 -0.26
C -0.408 2.908 0.541 -0.31
H 1.881 0.746 1.667 0.30
H -1.414 2.987 0.147 0.40
O -3.278 -2.898 0.584 -0.05
H 0.350 4.946 0.598 0.44
C 2.499 -2.214 -2.576 -0.37
C 1.357 1.642 1.342 -0.09
Tb -0.492 -0.444 0.195 1.11
N 0.084 1.611 0.858 -0.02
H 1.818 -4.135 -1.972 0.34
H 0.951 -3.394 -3.429 0.34
H 3.268 -2.123 -1.812 0.36
C -2.569 0.539 1.912 0.27
C -2.470 -2.072 0.525 0.21
C -0.104 -1.308 2.412 0.22
H 2.401 -1.383 -3.270 0.35
C 0.505 3.895 0.779 -0.42
S 1.997 3.229 1.426 0.09
C -2.249 0.505 -1.203 0.19
O 0.364 -1.741 3.371 -0.02
O -2.861 1.001 -2.040 -0.03

Record 2
83
Properties=species:S:1:pos:R:3:mulliken_charge:R:1 method="wB97M-V/def2-TZVPD" orbital_gap_ev=3.4 homo_energy_ev=-1.36 total_charge=-1
C -4.809 0.378 -4.477 0.06
H 4.538 0.981 5.510 0.40
F -6.117 0.177 -4.710 -0.25
F -6.990 -4.118 -3.274 -0.30
C 2.643 1.466 -1.417 -0.86
H -2.344 2.807 -0.003 0.29
H -0.899 6.051 -2.322 0.46
H -3.383 -2.554 -3.386 0.46
H -0.888 1.980 -2.985 0.16
F 2.779 -7.320 3.641 -0.22
O 3.623 1.690 3.892 -0.41
F 3.852 1.658 1.716 -0.31
F -4.022 -1.416 -5.839 -0.28
H 2.989 1.078 -0.429 0.14
H 1.103 5.185 -0.154 0.09
C -1.782 3.104 -0.925 -0.28
H 3.044 5.833 -1.737 0.38
F -4.389 1.275 -5.402 -0.26
F -6.937 -1.973 -3.264 -0.28
C 2.356 3.873 -2.447 -0.58
H 1.883 -1.496 5.664 0.05
H -6.998 -4.050 -5.854 0.22
F 3.083 0.269 7.130 -0.34
C 1.555 -6.337 1.843 0.79
H -2.441 5.243 -0.882 0.36
C 1.780 -4.042 2.735 -0.77
H 2.117 -3.684 1.762 0.43
F -6.775 -2.111 -6.161 -0.21
F -2.691 -0.596 -4.341 -0.27
H 1.916 5.917 -3.120 0.33
C 0.911 5.636 -1.147 -0.50
F 1.105 2.026 1.323 -0.10
F 0.576 -6.656 0.975 -0.30
H -0.813 2.559 -0.915 0.27
H -2.480 1.687 -3.834 -0.13
C -7.216 -3.098 -5.364 0.20
F 2.652 0.121 2.598 -0.23
F 5.165 -3.941 4.439 -0.27
F -8.557 -2.957 -5.259 -0.26
F 4.593 -5.315 2.872 -0.25
O 1.059 -5.283 2.622 -0.42
C -6.569 -3.045 -3.976 0.81
C 2.957 1.426 2.681 0.61
H 4.610 -3.349 2.623 0.32
C 3.675 0.683 4.912 -0.67
C 1.440 -0.501 5.673 0.43
F 2.786 -2.648 4.312 -0.27
C 1.872 -7.580 2.682 0.21
O -5.173 -3.142 -4.034 -0.40
C 4.340 -4.098 3.372 0.09
H 1.184 2.968 -0.766 -0.52
F 0.506 -0.467 6.661 -0.32
F 2.585 -4.745 4.845 -0.31
F 0.780 -0.318 4.522 -0.18
C 2.510 0.571 5.926 0.84
H 1.573 3.512 -3.152 0.18
H -0.226 4.391 -2.543 -0.25
H 2.852 3.480 -0.344 0.19
H 3.946 -0.287 4.494 0.27
H 0.970 -7.959 3.165 0.22
F 2.589 -5.927 1.100 -0.28
H 3.361 3.660 -2.869 0.54
H -1.736 3.302 -3.829 0.26
C 1.749 2.345 2.459 0.27
C -4.334 -2.059 -3.587 -0.90
H -4.659 -1.675 -2.621 0.35
H -4.697 0.838 -3.491 0.33
C 2.238 2.994 -1.145 0.05
H 1.663 0.970 -1.673 0.01
C 2.882 -3.918 3.818 0.86
F 2.390 -8.553 1.898 -0.26
F 0.848 2.235 3.463 -0.25
F 1.939 1.786 6.075 -0.29
H 0.837 6.743 -0.980 0.44
C -0.443 5.178 -1.794 0.00
C -3.988 -0.922 -4.580 1.05
C -1.898 2.399 -3.182 -0.20
H 2.066 3.389 2.404 0.21
H -1.190 4.776 0.302 0.35
O -2.629 2.791 -2.025 -0.39
C 2.100 5.398 -2.147 -0.92
C -1.504 4.646 -0.764 -0.82
H 1.006 -3.335 3.039 0.38

Record 3
76
Properties=species:S:1:pos:R:3:mulliken_charge:R:1 method="wB97M-V/def2-TZVPD" orbital_gap_ev=5.2 homo_energy_ev=-7.22 de_lowest_ev=0.604 total_charge=-2
F -3.197 15.043 8.642 -0.46
C 5.370 22.463 15.714 -0.96
F -2.297 12.019 10.235 -0.48
C 2.227 19.500 19.419 1.08
C 0.226 18.553 20.367 -0.33
H 0.021 15.588 21.059 0.34
As -2.588 20.185 13.009 2.01
F -4.789 15.372 19.578 -0.51
H 4.796 20.153 19.622 0.58
F 5.389 17.580 15.596 -0.48
H -0.849 18.506 20.458 0.51
C 2.980 20.402 18.560 1.05
H 1.222 15.290 14.478 0.41
F -6.480 17.006 20.611 -0.49
C 0.780 15.820 15.322 -1.06
N 4.535 21.732 16.695 0.13
H 1.516 15.812 16.127 0.28
H -1.539 12.680 15.406 0.38
C 2.232 17.363 20.753 -0.45
H 6.184 21.332 17.874 0.42
C 5.109 21.237 17.835 -0.28
H -1.495 14.979 14.225 0.40
H 0.495 16.839 15.060 0.36
F -1.111 19.202 12.618 -0.50
C -2.256 13.501 15.415 -0.85
As 2.493 10.008 16.175 2.01
F -1.607 21.394 13.767 -0.47
F 8.053 15.251 15.254 -0.50
C 2.896 18.331 19.904 -0.72
H 4.830 23.368 15.434 0.40
F 5.779 15.106 16.544 -0.51
H 2.690 16.449 21.100 0.49
H 5.471 21.904 14.783 0.36
H 0.644 16.334 22.565 0.40
H -3.079 13.410 14.706 0.37
F 2.926 8.385 16.831 -0.50
H -0.895 16.935 21.979 0.37
F -1.679 13.159 8.114 -0.53
F -2.198 21.096 11.513 -0.50
F 2.391 10.684 17.792 -0.46
F -3.714 14.108 10.929 -0.48
H 1.370 20.876 17.190 0.49
N -1.686 14.950 15.216 -0.12
F -5.662 15.979 17.230 -0.51
F -7.400 17.633 18.414 -0.51
C 2.435 20.906 17.362 -0.85
F 5.890 15.655 14.162 -0.44
N 0.909 17.555 20.975 0.00
F -7.320 15.197 19.040 -0.47
C 0.872 19.548 19.582 -0.81
F -4.085 21.163 13.401 -0.51
F 1.958 11.638 15.420 -0.54
C -0.461 15.223 16.050 0.59
C 0.051 16.494 21.665 -0.92
H 2.764 22.086 15.621 0.49
F 7.647 17.623 14.662 -0.52
F 2.528 9.345 14.482 -0.48
F -1.354 14.438 10.193 -0.51
O -0.544 14.961 17.288 -0.54
F -4.833 17.765 18.861 -0.52
F 7.379 17.082 17.106 -0.54
As -2.798 13.585 9.511 1.97
F 0.683 9.561 16.363 -0.53
H -2.636 13.528 16.437 0.37
As -6.104 16.463 18.965 2.01
H -2.316 15.725 15.363 0.39
As 6.664 16.373 15.545 2.00
H 3.942 18.186 19.679 0.54
F -4.316 12.748 8.998 -0.51
F 4.262 10.495 16.068 -0.50
C 3.216 21.578 16.460 -0.53
H 6.307 22.822 16.138 0.32
F -3.563 18.923 12.133 -0.49
C 4.331 20.618 18.765 -0.63
F -2.790 19.192 14.557 -0.54
H 0.290 20.372 19.197 0.50

Record 4
16
Properties=species:S:1:pos:R:3:mulliken_charge:R:1 method="wB97M-V/def2-TZVPD" spin_multiplicity=5 orbital_gap_ev="8.3 / 4.3" homo_energy_ev="-22.37 / -21.53" s2=6.01 total_charge=+3
H -1.985 1.077 -0.225 0.44
C -0.980 0.723 -0.443 0.05
H 2.770 2.362 1.563 0.39
O -0.840 -0.679 -0.261 -0.29
C 2.212 1.686 0.912 -0.52
Ho 0.894 -2.473 0.095 1.72
C -0.161 1.285 -1.366 -0.82
C -1.904 -1.456 0.034 0.59
C 2.530 0.424 0.908 0.95
H 0.576 0.716 -1.933 0.35
H -0.221 2.369 -1.461 0.41
O 2.410 -0.756 0.819 -0.36
O -1.335 -2.677 0.158 -0.42
H 1.033 1.990 0.882 0.37
O -3.050 -1.177 0.008 -0.29
H -1.949 -3.412 0.308 0.43

Record 5
14
Properties=species:S:1:pos:R:3:mulliken_charge:R:1 method="wB97M-V/def2-TZVPD" orbital_gap_ev=10.0 homo_energy_ev=-14.58 de_lowest_ev=4.031 total_charge=+1
H 0.003 3.115 0.083 0.32
C -0.022 -0.078 0.878 0.04
H -0.796 -3.642 -0.896 0.26
C 1.241 0.267 0.259 -0.43
H 2.126 0.530 1.022 0.24
H 0.693 -2.734 -0.289 0.28
C -0.246 -2.677 -0.692 -0.09
N -0.014 1.062 0.349 0.11
H -0.942 2.189 -0.906 0.44
H 1.617 -0.225 -0.625 0.31
O -0.661 -1.589 -0.989 -0.42
C -0.685 2.240 0.070 -0.83
H -0.653 -0.867 1.293 0.41
H -1.661 2.410 0.443 0.36

Record 6
75
Properties=species:S:1:pos:R:3:mulliken_charge:R:1 method="wB97M-V/def2-TZVPD" smiles="C#CC[C@@H]1C[C@@H](CCCCN)C(=O)O1.CCN(CC)CC.CCN(CC)CC" orbital_gap_ev=8.7 homo_energy_ev=-7.99 de_lowest_ev=4.296
H -1.532 -2.207 3.273 0.25
H -1.220 -2.094 7.008 0.36
H -0.950 -0.090 4.422 0.17
C -0.501 2.034 -5.148 -0.55
H 2.991 -3.298 2.984 0.38
H 0.631 -0.541 5.979 0.03
C -3.015 0.490 -7.546 -1.42
H 0.576 1.849 -5.063 0.36
C 1.209 -3.073 -0.158 0.10
C 1.989 -3.006 2.455 -0.60
H -0.058 3.885 -7.726 0.27
H 0.480 -0.215 -3.372 0.21
H 4.894 0.310 3.245 0.25
H -2.675 -0.272 4.135 0.40
H 2.312 -1.001 1.278 -0.37
H -2.651 -0.535 -7.428 0.32
H -2.748 0.842 -8.546 0.29
N 4.172 -0.065 2.607 -0.68
C -1.608 2.060 6.228 -0.93
H -0.939 1.517 -4.285 0.27
C -2.597 0.919 6.444 -0.65
C 2.010 -1.396 2.316 0.53
C -0.278 1.719 -7.587 -0.66
C -1.655 -2.117 4.357 -1.04
H 1.607 3.774 -1.428 0.35
C 3.051 -0.716 3.390 -0.45
H 3.429 -1.461 4.180 0.42
H -2.136 3.017 6.267 0.40
H -1.631 3.295 -8.294 0.25
H 2.356 -0.405 -3.153 0.34
C 1.966 -3.818 1.057 -0.84
H 0.896 -1.245 7.571 0.38
C 0.262 -0.554 7.008 -0.70
H -0.765 -2.550 4.822 0.17
O -0.269 -1.403 -0.991 -0.39
C 1.080 -0.903 -1.249 0.60
C -1.839 -0.651 4.735 -0.33
C -2.463 1.401 -6.455 -0.32
N -2.144 -0.440 6.148 0.11
C -0.564 3.068 -8.244 -0.98
H -4.107 0.465 -7.492 0.43
H -0.847 2.089 7.011 0.22
H 2.465 0.125 3.951 0.16
H -2.962 0.960 7.477 0.35
H 0.408 0.435 7.443 0.27
H -1.795 3.802 -5.175 0.30
H 1.158 -3.357 3.197 0.08
H 1.526 -4.878 1.270 0.31
C 1.366 -0.114 -2.643 -0.28
H 3.152 -2.009 -0.758 0.31
C -1.195 -1.004 7.105 -0.74
H 2.018 -2.763 -2.199 0.40
H 3.066 -3.998 0.752 0.30
H -0.108 4.126 -5.619 0.22
H -0.482 0.935 -8.324 0.39
H -3.483 1.121 5.830 0.39
H 1.314 -0.070 -0.469 0.06
N -1.006 1.394 -6.362 0.25
H 0.799 1.638 -7.403 0.35
H 0.946 -3.978 -0.852 0.45
H 0.956 -1.020 2.654 0.00
H -0.185 3.063 -9.271 0.38
H -2.526 -2.713 4.645 0.37
O -1.145 -2.675 0.923 -0.60
H -2.857 2.413 -6.606 0.26
H -0.533 3.822 -3.945 0.42
C -0.247 -2.419 0.069 0.27
C -0.756 3.528 -4.974 -1.27
C 1.476 1.471 -2.295 -0.22
H -1.553 -0.820 8.124 0.37
H 3.700 0.694 2.075 0.22
C 2.096 -2.164 -1.205 -0.88
H -1.108 2.003 5.258 0.25
H -2.877 1.043 -5.505 0.44
C 1.654 2.733 -1.926 -0.48